A cluster of 11 separate species, C44H121N11O11 in total. Source: the OMol25 dataset; level of theory: ωB97M-V/def2-TZVPD.

```
187
C44H121N11O11 | the OMol25 dataset | ωB97M-V/def2-TZVPD
C 23.86 18.10 -25.16
O 25.12 18.73 -25.07
C 25.14 20.10 -25.46
C 26.31 20.37 -26.40
C 26.27 21.71 -27.09
N 26.66 19.29 -27.30
H 23.33 18.18 -24.20
H 24.00 17.04 -25.33
H 23.21 18.56 -25.90
H 24.17 20.41 -25.88
H 25.15 20.73 -24.57
H 27.19 20.54 -25.75
H 27.11 21.92 -27.75
H 26.15 22.55 -26.39
H 25.30 21.89 -27.60
H 25.93 19.16 -27.99
H 26.75 18.44 -26.76
C 26.09 25.44 -28.01
O 25.02 26.30 -27.79
C 24.60 27.01 -28.96
C 23.32 27.71 -28.64
C 22.13 26.76 -28.55
N 23.03 28.67 -29.75
H 25.95 24.55 -28.65
H 26.35 24.97 -27.06
H 26.98 25.95 -28.41
H 25.39 27.72 -29.27
H 24.56 26.25 -29.76
H 23.40 28.22 -27.67
H 22.17 26.07 -27.72
H 22.17 26.18 -29.49
H 21.18 27.30 -28.59
H 23.89 29.20 -29.93
H 22.45 29.41 -29.34
C 28.00 24.27 -22.87
O 29.08 25.06 -23.30
C 29.69 24.48 -24.42
C 30.81 25.37 -24.95
C 30.22 26.59 -25.64
N 31.62 24.67 -25.95
H 27.28 24.22 -23.68
H 27.59 24.73 -21.97
H 28.30 23.25 -22.59
H 30.17 23.53 -24.13
H 28.94 24.30 -25.21
H 31.40 25.70 -24.10
H 29.60 26.38 -26.51
H 31.00 27.31 -25.87
H 29.52 27.06 -24.92
H 31.04 24.56 -26.78
H 31.87 23.73 -25.65
C 19.56 19.85 -28.84
O 20.15 20.92 -28.16
C 21.42 21.26 -28.74
C 21.99 22.59 -28.29
C 23.20 22.89 -29.16
N 22.47 22.60 -26.91
H 18.48 19.77 -28.69
H 20.07 18.89 -28.77
H 19.52 20.11 -29.92
H 22.12 20.47 -28.46
H 21.31 21.28 -29.84
H 21.27 23.39 -28.48
H 24.02 22.20 -28.92
H 23.60 23.88 -28.96
H 23.00 22.70 -30.21
H 23.30 22.02 -26.81
H 21.76 22.26 -26.26
C 30.70 28.17 -22.18
O 29.87 29.25 -22.43
C 28.63 28.89 -23.00
C 27.70 30.09 -22.93
C 27.62 30.64 -21.52
N 26.36 29.58 -23.33
H 30.22 27.36 -21.64
H 31.62 28.53 -21.72
H 31.09 27.77 -23.14
H 28.81 28.70 -24.07
H 28.18 28.00 -22.56
H 28.12 30.79 -23.66
H 26.70 31.20 -21.35
H 28.45 31.33 -21.37
H 27.69 29.82 -20.80
H 26.49 29.35 -24.32
H 25.70 30.34 -23.25
C 15.86 24.80 -26.92
O 16.61 25.17 -25.81
C 17.81 24.46 -25.63
C 18.33 24.63 -24.21
C 18.62 26.08 -23.84
N 19.54 23.85 -24.04
H 16.44 24.49 -27.81
H 15.23 25.62 -27.27
H 15.22 23.93 -26.69
H 17.75 23.38 -25.86
H 18.61 24.83 -26.31
H 17.58 24.32 -23.47
H 17.77 26.74 -24.02
H 19.43 26.45 -24.48
H 18.95 26.14 -22.80
H 19.51 22.95 -24.52
H 20.37 24.38 -24.27
C 26.77 22.56 -18.25
O 26.61 22.67 -16.83
C 26.18 21.46 -16.23
C 26.18 21.66 -14.73
C 25.75 20.45 -13.96
N 25.20 22.77 -14.41
H 25.80 22.65 -18.74
H 27.27 21.62 -18.52
H 27.48 23.36 -18.48
H 25.18 21.22 -16.62
H 26.83 20.62 -16.53
H 27.13 22.08 -14.39
H 25.91 20.53 -12.89
H 26.38 19.59 -14.27
H 24.74 20.09 -14.17
H 24.29 22.34 -14.22
H 24.96 23.24 -15.29
C 24.09 19.66 -20.06
O 23.09 20.59 -19.81
C 22.64 20.56 -18.50
C 21.76 21.76 -18.27
C 22.58 23.03 -18.28
N 21.01 21.68 -16.99
H 25.13 19.96 -19.91
H 24.04 19.48 -21.14
H 23.91 18.72 -19.52
H 22.15 19.61 -18.21
H 23.46 20.55 -17.75
H 21.05 21.83 -19.11
H 22.05 23.96 -18.07
H 23.13 23.08 -19.22
H 23.36 22.96 -17.50
H 20.51 22.55 -16.87
H 20.29 20.97 -17.10
C 20.44 16.28 -24.57
O 20.88 17.57 -24.30
C 20.06 18.54 -24.92
C 20.65 19.91 -24.69
C 20.77 20.26 -23.24
N 19.76 20.94 -25.33
H 19.41 16.15 -24.25
H 21.13 15.56 -24.14
H 20.50 16.07 -25.66
H 19.99 18.33 -26.00
H 19.00 18.50 -24.61
H 21.59 19.99 -25.24
H 19.97 19.88 -22.60
H 20.85 21.34 -23.12
H 21.66 19.84 -22.75
H 18.78 20.70 -25.20
H 19.93 20.81 -26.35
C 25.01 22.51 -21.89
O 25.26 23.20 -23.06
C 24.13 23.73 -23.73
C 24.59 24.88 -24.60
C 24.93 26.19 -23.90
N 23.49 25.21 -25.54
H 24.26 21.72 -22.04
H 24.54 23.17 -21.15
H 25.87 22.01 -21.44
H 23.65 22.97 -24.38
H 23.35 24.05 -23.03
H 25.50 24.52 -25.12
H 25.52 26.87 -24.52
H 25.65 25.97 -23.08
H 24.10 26.70 -23.42
H 23.15 24.34 -25.99
H 23.87 25.71 -26.34
C 27.84 28.34 -26.88
O 27.16 29.52 -26.51
C 27.91 30.69 -26.84
C 27.77 31.05 -28.32
C 28.17 32.50 -28.58
N 26.41 30.89 -28.86
H 27.28 27.53 -26.41
H 28.87 28.23 -26.53
H 27.84 28.13 -27.96
H 27.49 31.49 -26.22
H 28.97 30.70 -26.55
H 28.43 30.42 -28.93
H 28.07 32.80 -29.61
H 29.21 32.68 -28.27
H 27.62 33.16 -27.90
H 25.74 31.42 -28.29
H 26.08 29.95 -28.62
```

A cluster of 12 separate species, C44H122N10O12 in total. Source: the OMol25 dataset; level of theory: ωB97M-V/def2-TZVPD.

```
188
C44H122N10O12 | the OMol25 dataset | ωB97M-V/def2-TZVPD
C -7.43 -0.84 -2.91
O -6.57 0.18 -2.45
C -6.62 1.33 -3.23
C -5.62 2.46 -2.87
C -5.94 3.75 -3.67
N -4.29 2.15 -3.23
H -6.93 -1.78 -2.72
H -7.53 -0.80 -3.99
H -8.45 -0.76 -2.54
H -6.39 1.07 -4.27
H -7.60 1.77 -3.06
H -5.64 2.62 -1.79
H -6.91 4.14 -3.35
H -5.88 3.51 -4.73
H -5.22 4.48 -3.28
H -3.90 1.50 -2.57
H -4.20 1.76 -4.16
C -4.37 -8.66 -3.19
O -5.29 -8.10 -2.31
C -4.88 -6.88 -1.75
C -3.74 -6.95 -0.69
C -4.19 -7.64 0.61
N -3.31 -5.59 -0.35
H -4.21 -7.97 -4.02
H -4.72 -9.58 -3.68
H -3.42 -8.85 -2.70
H -4.66 -6.23 -2.60
H -5.76 -6.50 -1.23
H -2.92 -7.56 -1.07
H -4.50 -8.66 0.37
H -5.11 -7.18 0.96
H -3.52 -7.63 1.47
H -2.78 -5.24 -1.13
H -2.59 -5.58 0.37
C 7.33 -4.24 5.08
O 7.49 -3.11 4.23
C 6.88 -3.20 2.93
C 7.05 -1.78 2.32
C 6.03 -0.82 2.93
N 6.81 -1.75 0.87
H 6.28 -4.44 5.29
H 7.89 -4.03 5.99
H 7.81 -5.14 4.69
H 7.35 -3.96 2.31
H 5.81 -3.37 3.05
H 8.06 -1.37 2.40
H 6.21 -0.90 4.00
H 4.97 -0.97 2.71
H 6.39 0.15 2.57
H 6.86 -0.77 0.63
H 7.60 -2.11 0.36
C 0.87 -7.05 -4.05
O 1.21 -5.73 -3.65
C 2.11 -5.85 -2.54
C 2.66 -4.45 -2.26
C 3.65 -3.93 -3.32
N 3.32 -4.35 -0.99
H 1.73 -7.63 -4.39
H 0.14 -7.12 -4.87
H 0.46 -7.61 -3.21
H 1.60 -6.19 -1.64
H 2.94 -6.51 -2.78
H 1.81 -3.78 -2.34
H 3.21 -4.05 -4.31
H 4.66 -4.35 -3.29
H 3.68 -2.84 -3.19
H 3.98 -3.59 -0.97
H 3.98 -5.10 -0.85
C 2.19 6.74 -0.17
O 1.14 7.43 0.49
C 0.05 6.58 0.83
C -0.76 6.20 -0.40
C -1.24 7.38 -1.17
N -1.92 5.41 -0.04
H 2.46 5.84 0.39
H 3.03 7.44 -0.23
H 1.92 6.47 -1.18
H 0.37 5.70 1.39
H -0.44 7.19 1.59
H -0.24 5.56 -1.11
H -0.37 7.93 -1.53
H -1.90 8.00 -0.57
H -1.73 6.99 -2.06
H -2.34 5.14 -0.92
H -1.57 4.51 0.27
C -7.90 -3.51 4.37
O -7.32 -2.30 3.92
C -6.67 -2.45 2.62
C -5.68 -1.34 2.52
C -6.32 0.00 2.53
N -4.89 -1.43 1.28
H -7.15 -4.29 4.43
H -8.61 -3.94 3.67
H -8.47 -3.34 5.29
H -6.10 -3.38 2.57
H -7.40 -2.36 1.81
H -5.03 -1.38 3.40
H -7.11 0.08 3.28
H -6.71 0.20 1.54
H -5.51 0.73 2.68
H -4.63 -2.41 1.23
H -5.49 -1.31 0.47
C 7.23 3.39 -2.21
O 8.40 3.40 -1.35
C 8.48 4.49 -0.50
C 9.59 4.44 0.54
C 9.53 3.35 1.54
N 9.76 5.69 1.23
H 6.29 3.35 -1.67
H 7.25 2.49 -2.83
H 7.17 4.24 -2.88
H 8.63 5.36 -1.14
H 7.52 4.53 0.02
H 10.52 4.21 0.02
H 9.51 2.42 0.96
H 8.68 3.36 2.22
H 10.46 3.37 2.10
H 10.22 5.63 2.13
H 10.27 6.42 0.76
C 2.70 1.94 -6.96
O 2.44 3.34 -7.08
C 1.02 3.75 -7.03
C 0.81 5.29 -6.89
C -0.70 5.61 -6.81
N 1.29 6.05 -8.05
H 2.30 1.57 -6.02
H 3.78 1.78 -6.92
H 2.27 1.32 -7.74
H 0.51 3.39 -7.93
H 0.47 3.28 -6.21
H 1.34 5.60 -6.00
H -0.88 6.61 -6.39
H -1.16 4.92 -6.11
H -1.24 5.54 -7.75
H 2.30 6.09 -8.04
H 1.11 7.00 -7.77
C -1.91 7.29 6.51
O -1.90 5.88 6.23
C -2.20 5.04 7.34
C -1.80 3.59 7.01
C -2.59 3.05 5.86
N -2.14 2.79 8.13
H -1.17 7.52 7.28
H -2.88 7.67 6.85
H -1.52 7.82 5.64
H -1.70 5.33 8.27
H -3.25 5.23 7.60
H -0.73 3.62 6.79
H -2.24 3.43 4.90
H -3.65 3.31 5.84
H -2.35 2.01 5.63
H -3.12 2.59 8.28
H -1.64 1.93 7.97
C 2.01 -2.50 6.61
O 1.61 -3.87 6.53
C 1.58 -4.55 5.26
C 0.54 -3.96 4.26
C -0.91 -4.13 4.76
N 0.60 -4.56 2.99
H 1.25 -1.75 6.37
H 2.92 -2.45 6.01
H 2.17 -2.22 7.65
H 2.56 -4.54 4.79
H 1.38 -5.61 5.45
H 0.70 -2.89 4.15
H -1.65 -3.58 4.19
H -0.93 -3.75 5.78
H -1.23 -5.17 4.80
H 0.80 -5.55 3.05
H 1.35 -4.21 2.42
C 1.27 1.25 -0.52
C 0.44 0.40 0.38
O -0.67 1.11 0.84
H 2.02 0.71 -1.10
H 1.75 1.92 0.19
H 0.74 1.88 -1.24
H 0.98 0.02 1.25
H 0.05 -0.50 -0.09
H -1.46 0.57 0.72
C -2.20 -1.74 -4.92
C -2.56 -1.28 -6.31
O -3.04 0.05 -6.33
H -2.01 -2.81 -4.80
H -3.00 -1.47 -4.22
H -1.38 -1.16 -4.50
H -3.36 -1.92 -6.67
H -1.75 -1.35 -7.04
H -3.09 0.37 -7.24
```

Per-record energy relative to the best compared isomer or geometry (same formula, charge and spin), eV: 2.0130, 3.8570